[1]
{
  "formula": "C25H50ClF3O3P2PtSSi2",
  "method": "wB97M-V/def2-TZVPD",
  "spin_multiplicity": 5,
  "e_above_lowest_kj_mol": 9.1,
  "largest_force_ev_per_a": 2.15,
  "homo_energy_ev": [-5.5, -9.1],
  "orbital_gap_ev": [5.7789, 5.7068],
  "s_squared": 6.017,
  "total_energy_ev": -101967.2545,
  "symbols": ["Pt", "Cl", "S", "P", "P", "Si", "Si", "F", "F", "F", "O", "O", "O", "C", "C", "C", "C", "C", "C", "C", "C", "C", "C", "C", "C", "C", "C", "C", "C", "C", "C", "C", "C", "C", "C", "C", "C", "C", "H", "H", "H", "H", "H", "H", "H", "H", "H", "H", "H", "H", "H", "H", "H", "H", "H", "H", "H", "H", "H", "H", "H", "H", "H", "H", "H", "H", "H", "H", "H", "H", "H", "H", "H", "H", "H", "H", "H", "H", "H", "H", "H", "H", "H", "H", "H", "H", "H", "H"],
  "positions_angstrom": [[-0.65, 0.02, -0.24], [-4.30, 0.08, 2.55], [2.63, 0.33, 1.56], [-0.58, 2.39, 0.04], [-0.67, -2.29, 0.43], [1.86, 2.74, -1.94], [1.81, -2.94, -1.44], [4.85, -0.01, 3.01], [3.00, -0.76, 3.95], [3.93, -1.88, 2.31], [1.39, -0.48, 1.53], [2.45, 1.65, 2.15], [3.39, 0.24, 0.32], [3.65, -2.89, -1.21], [-1.25, -2.73, 2.15], [-1.73, -4.82, -0.34], [-1.11, 3.06, 1.70], [1.18, -1.29, -2.03], [-1.18, -1.58, 3.16], [-0.19, 0.58, -2.46], [3.67, -0.63, 2.78], [-1.63, 4.80, -1.07], [-3.25, -2.85, -0.68], [1.28, 3.89, -3.29], [-0.40, 4.37, 2.05], [1.29, -4.29, -2.61], [1.98, -0.13, -2.07], [-0.49, -3.94, 2.71], [0.96, -3.10, 0.25], [-3.17, 2.82, -1.14], [-0.91, 2.06, 2.83], [-2.59, 0.13, 0.44], [1.19, 1.02, -2.25], [-0.20, -0.87, -2.32], [-1.71, 3.28, -1.18], [3.71, 2.77, -1.75], [-1.79, -3.32, -0.67], [1.05, 3.15, -0.27], [-1.37, -3.17, -1.67], [-2.11, -5.02, 0.67], [0.98, 4.25, -0.20], [-3.37, -1.90, -1.22], [-3.58, 2.85, -0.12], [-2.20, 3.23, 1.58], [-2.75, -0.76, 1.05], [4.18, 2.36, -2.65], [4.01, -3.89, -0.91], [0.57, -3.69, 2.85], [1.47, 4.93, -3.01], [-2.04, 5.15, -0.11], [-2.26, 5.23, -1.86], [-0.62, 5.21, -1.21], [0.67, 4.19, 2.20], [-3.31, 1.81, -1.54], [-2.02, -0.89, 3.02], [-3.65, -2.72, 0.34], [0.92, -4.17, 0.51], [1.72, 2.83, 0.54], [0.22, 3.76, -3.54], [-1.61, 1.22, 2.75], [4.14, -2.62, -2.15], [-0.57, -4.83, 2.08], [4.03, 2.17, -0.89], [3.94, -2.15, -0.45], [-0.23, -1.04, 3.09], [-0.82, 4.73, 3.00], [1.87, 3.66, -4.19], [-1.27, -1.99, 4.18], [1.54, -5.27, -2.19], [-2.38, -5.35, -1.04], [-3.77, 3.51, -1.76], [-0.99, 1.16, -2.89], [-3.86, -3.60, -1.19], [-3.31, 0.08, -0.38], [-2.77, 1.06, 0.98], [-1.01, -1.51, -2.65], [0.22, -4.26, -2.86], [4.04, 3.81, -1.62], [-1.29, 2.97, -2.15], [0.13, 1.70, 2.86], [1.63, -2.61, 0.98], [-0.72, -5.25, -0.44], [3.07, -0.13, -2.05], [1.86, -4.16, -3.54], [-0.91, -4.19, 3.70], [-2.31, -2.99, 2.02], [-1.11, 2.57, 3.79], [-0.54, 5.16, 1.31]]
}

=====

[2]
{
  "formula": "C8H9N2O3S",
  "method": "wB97M-V/def2-TZVPD",
  "e_above_lowest_kj_mol": 467.6,
  "largest_force_ev_per_a": 4.45,
  "homo_energy_ev": -2.8,
  "orbital_gap_ev": 6.2814,
  "total_charge": -1,
  "total_energy_ev": -28396.8629,
  "symbols": ["S", "O", "O", "O", "N", "N", "C", "C", "C", "C", "C", "C", "C", "C", "H", "H", "H", "H", "H", "H", "H", "H", "H"],
  "positions_angstrom": [[2.70, -0.61, 1.02], [3.25, 0.66, 0.10], [1.57, 0.28, -1.92], [3.74, -0.73, 1.97], [1.46, 0.34, 1.79], [1.55, -2.02, -2.94], [-0.73, -0.08, -0.60], [-2.94, 0.68, 1.00], [1.18, -1.08, -2.21], [-1.96, 1.59, 0.77], [-0.89, 1.23, -0.03], [-2.89, -0.61, 0.43], [-1.76, -1.01, -0.27], [0.33, -0.41, -1.38], [-3.90, 1.03, 1.63], [2.20, -1.78, -3.66], [1.11, -0.23, 2.64], [2.57, 0.96, -0.65], [-1.77, -2.07, -0.70], [-2.00, 2.63, 1.29], [0.69, 0.76, 1.26], [-0.01, 1.84, -0.35], [-3.48, -1.36, 0.79]]
}

=====

[3]
{
  "formula": "C12H17O4",
  "method": "wB97M-V/def2-TZVPD",
  "spin_multiplicity": 2,
  "largest_force_ev_per_a": 7.13,
  "homo_energy_ev": [-7.5, -7.4],
  "orbital_gap_ev": [6.9475, 7.6760],
  "s_squared": 1.758,
  "total_energy_ev": -20902.5665,
  "symbols": ["O", "O", "O", "O", "C", "C", "C", "C", "C", "C", "C", "C", "C", "C", "C", "C", "H", "H", "H", "H", "H", "H", "H", "H", "H", "H", "H", "H", "H", "H", "H", "H", "H"],
  "positions_angstrom": [[2.92, -0.99, 0.47], [1.32, 2.57, -0.35], [1.00, -2.14, 0.59], [2.71, 1.46, 1.08], [1.66, 1.54, 0.24], [0.87, 0.26, 0.11], [-1.52, -0.54, -1.94], [-0.55, 0.46, 0.07], [3.33, 2.71, 1.43], [-2.89, -0.15, 0.68], [1.69, -0.98, 0.44], [-1.48, -0.39, 1.00], [1.89, -3.26, 0.60], [-2.66, 0.33, -1.87], [-3.35, 0.63, -0.47], [-0.24, -0.30, -1.21], [-1.14, -1.45, 0.85], [-1.23, -0.15, 2.07], [1.28, -4.15, 0.63], [4.30, 2.47, 1.86], [-1.53, -1.35, -2.67], [2.55, -3.20, 1.47], [2.50, -3.24, -0.31], [-3.46, -0.07, -2.50], [-3.63, -0.47, 1.42], [3.45, 3.36, 0.56], [-2.44, 1.31, -2.33], [-4.44, 0.48, -0.56], [0.39, 0.21, -1.99], [-3.19, 1.72, -0.29], [-0.83, 1.49, -0.17], [0.02, -1.36, -1.04], [2.70, 3.20, 2.17]]
}

=====

[4]
{
  "formula": "C11H12Cl6CuF15MgO15S5",
  "method": "wB97M-V/def2-TZVPD",
  "spin_multiplicity": 2,
  "largest_force_ev_per_a": 5.85,
  "homo_energy_ev": [-7.0, -7.0],
  "orbital_gap_ev": [7.6690, 4.8075],
  "total_charge": -1,
  "s_squared": 0.756,
  "total_energy_ev": -262475.7537,
  "symbols": ["Cu", "Cl", "Cl", "Cl", "Cl", "Cl", "Cl", "S", "S", "S", "S", "S", "Mg", "F", "F", "F", "F", "F", "F", "F", "F", "F", "F", "F", "F", "F", "F", "F", "O", "O", "O", "O", "O", "O", "O", "O", "O", "O", "O", "O", "O", "O", "O", "C", "C", "C", "C", "C", "C", "C", "C", "C", "C", "C", "H", "H", "H", "H", "H", "H", "H", "H", "H", "H", "H", "H"],
  "positions_angstrom": [[-2.93, -1.72, -1.67], [0.38, 1.98, 5.74], [-2.59, -0.82, 5.11], [-0.41, 4.96, 4.55], [2.07, 2.26, -2.92], [0.50, 4.13, -5.34], [-3.63, -1.76, 1.07], [1.88, -2.72, 0.28], [-1.17, 1.04, -0.30], [-0.07, -1.51, -3.60], [4.00, 1.31, 0.80], [-1.62, -4.20, -1.13], [1.80, 0.18, -1.36], [-2.06, -6.65, -0.16], [1.66, 1.30, 2.00], [1.45, -3.87, 2.63], [-0.90, -0.96, -6.19], [-2.61, -4.97, 1.19], [-3.07, 2.90, -0.92], [1.26, -1.18, -5.86], [1.30, -1.66, 2.60], [-1.82, 2.33, -2.68], [3.13, 0.02, 2.91], [-1.03, 3.67, -1.16], [0.15, 0.64, -5.18], [-0.51, -5.65, 0.89], [-0.30, -2.96, 1.79], [3.25, 2.17, 3.25], [-0.68, -4.75, -2.09], [-1.51, -1.58, -3.27], [-1.31, -2.87, -0.65], [-2.93, -3.92, -1.67], [0.48, -2.85, -3.61], [-1.48, 1.23, 1.09], [1.33, -3.76, -0.59], [3.09, 1.00, -0.32], [4.52, 2.67, 0.75], [0.62, -0.55, -2.69], [3.28, -3.01, 0.52], [5.10, 0.35, 1.01], [1.59, -1.34, -0.27], [-1.82, -0.09, -0.95], [0.29, 1.03, -0.67], [-2.51, -1.44, 3.50], [1.04, -2.82, 1.99], [-1.68, -5.45, 0.33], [-0.32, 3.40, 3.61], [-1.82, 2.62, -1.36], [-0.74, 2.17, 4.39], [-3.74, -1.07, 2.66], [1.38, 4.76, -3.91], [0.11, -0.67, -5.37], [2.60, 3.80, -3.55], [2.94, 1.21, 2.39], [-4.56, -1.47, 3.25], [3.32, 4.22, -2.85], [-3.88, 0.01, 2.58], [0.68, 3.29, 3.19], [1.75, 5.71, -4.28], [3.24, 3.57, -4.40], [-0.92, 3.46, 2.70], [-2.37, -2.52, 3.51], [-0.64, 1.28, 3.78], [-1.61, -1.00, 3.06], [-1.72, 2.15, 4.86], [0.76, 5.00, -3.05]]
}

=====

[5]
{
  "formula": "C5H13N3O",
  "method": "wB97M-V/def2-TZVPD",
  "smiles": "C[C@@H](N)[C@@H](C)C(=O)NN",
  "e_above_lowest_kj_mol": 270.0,
  "largest_force_ev_per_a": 5.62,
  "homo_energy_ev": -8.6,
  "orbital_gap_ev": 9.3130,
  "total_energy_ev": -11911.8179,
  "symbols": ["O", "N", "N", "N", "C", "C", "C", "C", "C", "H", "H", "H", "H", "H", "H", "H", "H", "H", "H", "H", "H", "H"],
  "positions_angstrom": [[0.29, -0.43, 2.09], [2.36, 0.03, 0.34], [-1.44, 0.80, 1.32], [-2.10, 1.61, 0.39], [1.23, 0.93, -1.60], [-0.34, -0.69, -0.24], [1.25, -0.21, -0.58], [-0.29, 0.03, 1.08], [-0.71, -2.14, -0.10], [-1.66, 0.89, 2.31], [-0.49, -2.69, -1.02], [-3.10, 1.51, 0.53], [2.23, 1.09, -2.03], [0.58, 0.70, -2.45], [0.90, 1.87, -1.15], [-1.90, 2.59, 0.60], [1.59, -1.09, -1.14], [2.28, -0.64, 1.12], [-0.19, -2.65, 0.72], [-1.79, -2.24, 0.10], [-0.94, -0.24, -1.04], [2.25, 0.95, 0.77]]
}